# 1
The following is a quantum chemistry calculation of C22H21BN11O3STi as an isolated structure, from the Open Molecules 2025 dataset.

Each line ends with the Mulliken charge.
Positions of all 60 atoms, in Å:
Ti: 0.623 -0.611 -0.045  -0.428
S: 2.560 1.099 -0.114  -0.574
O: 0.652 -2.307 -1.381  -0.637
O: 1.182 -3.641 0.354  -0.699
O: 2.258 -1.700 -0.029  -0.563
N: 1.322 -2.598 -0.295  1.422
N: 3.760 1.597 2.229  -0.580
N: -0.948 -1.731 0.674  1.350
N: 1.978 0.228 2.431  -1.742
N: -0.096 0.289 -1.777  0.876
N: -1.220 0.935 -2.182  -0.375
N: -3.281 0.681 -0.498  0.465
N: -3.106 0.120 0.719  -0.536
N: 0.886 -0.451 1.886  2.464
N: -0.460 1.818 0.586  0.720
N: -1.411 2.416 -0.190  -0.479
C: -0.782 -2.065 1.996  0.449
C: -5.188 -0.354 -0.050  -0.978
C: -4.241 -0.509 0.988  -0.360
C: 0.220 -1.311 2.674  0.571
C: -1.564 -3.084 2.574  -0.697
C: 0.854 -0.489 6.309  -0.715
C: 0.804 -2.718 4.664  -0.272
C: 0.682 0.134 -2.855  -0.357
C: 1.083 -2.861 6.021  -0.764
C: -4.529 0.417 -0.976  -0.167
C: -0.034 2.757 1.414  -0.179
C: -1.564 3.710 0.155  -0.210
C: -2.564 -3.473 0.425  -1.103
C: -1.833 -2.435 -0.066  -0.427
C: 0.529 -1.465 4.116  -0.782
C: -1.126 1.190 -3.496  -0.299
C: 1.103 -1.748 6.850  -0.386
C: 0.574 -0.348 4.957  -0.101
C: 2.726 0.895 1.607  0.356
C: 0.065 0.680 -3.979  -1.143
C: -2.423 -3.799 1.789  -0.865
C: -0.693 3.979 1.189  -1.298
B: -2.267 1.630 -1.210  0.045
H: -2.278 4.337 -0.363  0.411
H: 0.836 -3.582 4.008  0.583
H: -1.926 1.711 -4.004  0.412
H: 0.377 0.629 4.534  0.424
H: -3.237 -4.018 -0.223  0.428
H: 0.443 0.718 -4.990  0.388
H: -2.937 2.363 -1.905  -0.228
H: -6.194 -0.749 -0.115  0.392
H: 4.552 1.766 1.634  0.258
H: -1.475 -3.288 3.631  0.586
H: 1.298 -3.845 6.426  0.367
H: -4.852 0.804 -1.936  0.427
H: 3.981 1.246 3.148  0.240
H: 0.882 0.390 6.946  0.378
H: -0.541 4.918 1.701  0.387
H: 0.733 2.538 2.144  0.392
H: 1.636 -0.349 -2.777  0.461
H: -1.948 -2.116 -1.089  0.436
H: 1.312 -1.856 7.908  0.371
H: -3.002 -4.610 2.216  0.392
H: -4.341 -1.048 1.922  0.492

- ΔE to the lowest compared entry with this formula, charge and spin (eV) = 2.131
- E_LUMO (alpha / beta) (eV) = 2.765 / 2.359
- ⟨S²⟩ = 2.022
- HOMO level (alpha / beta) (eV) = -3.0 / -4.6
- charge = -1
- gap between HOMO and LUMO (alpha / beta) (eV) = 5.72 / 6.99
- spin multiplicity = 3
- total energy (eV) = -80317.1287



# 2
The following is a quantum chemistry calculation of C22H24O5 as an isolated structure, from the Open Molecules 2025 dataset.

Each line ends with the Mulliken charge.
Positions of all 51 atoms, in Å:
O: -0.888 1.259 -1.082  -0.673
O: 1.689 1.305 0.486  -0.852
O: -1.390 -0.753 2.252  -0.418
O: -2.038 -2.954 1.672  -0.746
O: 1.143 -0.136 -0.863  -0.435
C: 0.094 1.652 -1.899  0.929
C: 1.214 0.742 -1.979  -1.387
C: 0.039 -2.034 0.907  0.697
C: 2.100 -2.460 2.824  -1.082
C: 2.991 -2.093 0.671  -0.508
C: 1.367 -3.483 2.425  -0.897
C: -3.533 1.232 1.191  -0.822
C: -1.251 3.714 -2.399  -0.583
C: 2.429 -1.627 1.649  0.276
C: 3.226 -3.787 0.402  -0.817
C: -3.863 -0.073 1.748  -0.673
C: -1.424 4.713 -3.309  -0.294
C: -0.465 5.138 -4.016  -0.249
C: 1.744 -3.238 0.170  -2.488
C: -2.878 -0.442 2.771  -0.517
C: -1.045 -1.901 1.796  -0.606
C: 0.819 3.208 -3.494  -0.543
C: 0.819 -3.370 1.067  0.765
C: 0.555 4.334 -4.346  -0.284
C: 0.911 -0.859 1.502  -0.857
C: -0.295 2.874 -2.772  0.767
C: 1.182 0.112 0.391  0.218
H: 2.170 1.529 -1.584  0.366
H: 0.087 -4.177 0.896  0.709
H: -2.416 5.483 -3.100  0.183
H: -2.600 0.262 3.514  0.365
H: -1.896 3.394 -1.650  0.558
H: 3.336 -1.633 -0.240  0.554
H: -2.636 1.031 0.768  0.104
H: 3.368 -4.191 1.681  0.202
H: -0.394 6.000 -4.904  0.181
H: 1.047 -4.253 3.127  0.364
H: -2.924 -1.590 3.178  0.372
H: 1.397 2.379 -3.949  0.231
H: -0.133 -1.771 -0.170  1.030
H: 2.522 -2.529 3.822  0.347
H: -4.472 1.347 0.397  0.253
H: -4.669 -0.032 2.273  0.573
H: 3.197 -0.653 1.912  0.532
H: 0.599 -0.359 2.282  1.344
H: 1.423 0.390 -2.837  0.779
H: -3.816 -0.908 1.041  0.291
H: 4.099 -3.910 -0.190  0.461
H: 1.338 4.599 -5.232  0.226
H: -3.569 1.939 1.866  0.463
H: 1.691 -3.418 -0.664  1.591

- ΔE to the lowest compared entry with this formula, charge and spin (eV) = 19.956
- E_LUMO (eV) = -0.011
- HOMO level (eV) = -8.1
- gap between HOMO and LUMO (eV) = 8.13
- total energy (eV) = -33420.7475



What did the first record say?
The following is a quantum chemistry calculation of C22H21BN11O3STi as an isolated structure, from the Open Molecules 2025 dataset.

Each line ends with the Mulliken charge.
Positions of all 60 atoms, in Å:
Ti: 0.623 -0.611 -0.045  -0.428
S: 2.560 1.099 -0.114  -0.574
O: 0.652 -2.307 -1.381  -0.637
O: 1.182 -3.641 0.354  -0.699
O: 2.258 -1.700 -0.029  -0.563
N: 1.322 -2.598 -0.295  1.422
N: 3.760 1.597 2.229  -0.580
N: -0.948 -1.731 0.674  1.350
N: 1.978 0.228 2.431  -1.742
N: -0.096 0.289 -1.777  0.876
N: -1.220 0.935 -2.182  -0.375
N: -3.281 0.681 -0.498  0.465
N: -3.106 0.120 0.719  -0.536
N: 0.886 -0.451 1.886  2.464
N: -0.460 1.818 0.586  0.720
N: -1.411 2.416 -0.190  -0.479
C: -0.782 -2.065 1.996  0.449
C: -5.188 -0.354 -0.050  -0.978
C: -4.241 -0.509 0.988  -0.360
C: 0.220 -1.311 2.674  0.571
C: -1.564 -3.084 2.574  -0.697
C: 0.854 -0.489 6.309  -0.715
C: 0.804 -2.718 4.664  -0.272
C: 0.682 0.134 -2.855  -0.357
C: 1.083 -2.861 6.021  -0.764
C: -4.529 0.417 -0.976  -0.167
C: -0.034 2.757 1.414  -0.179
C: -1.564 3.710 0.155  -0.210
C: -2.564 -3.473 0.425  -1.103
C: -1.833 -2.435 -0.066  -0.427
C: 0.529 -1.465 4.116  -0.782
C: -1.126 1.190 -3.496  -0.299
C: 1.103 -1.748 6.850  -0.386
C: 0.574 -0.348 4.957  -0.101
C: 2.726 0.895 1.607  0.356
C: 0.065 0.680 -3.979  -1.143
C: -2.423 -3.799 1.789  -0.865
C: -0.693 3.979 1.189  -1.298
B: -2.267 1.630 -1.210  0.045
H: -2.278 4.337 -0.363  0.411
H: 0.836 -3.582 4.008  0.583
H: -1.926 1.711 -4.004  0.412
H: 0.377 0.629 4.534  0.424
H: -3.237 -4.018 -0.223  0.428
H: 0.443 0.718 -4.990  0.388
H: -2.937 2.363 -1.905  -0.228
H: -6.194 -0.749 -0.115  0.392
H: 4.552 1.766 1.634  0.258
H: -1.475 -3.288 3.631  0.586
H: 1.298 -3.845 6.426  0.367
H: -4.852 0.804 -1.936  0.427
H: 3.981 1.246 3.148  0.240
H: 0.882 0.390 6.946  0.378
H: -0.541 4.918 1.701  0.387
H: 0.733 2.538 2.144  0.392
H: 1.636 -0.349 -2.777  0.461
H: -1.948 -2.116 -1.089  0.436
H: 1.312 -1.856 7.908  0.371
H: -3.002 -4.610 2.216  0.392
H: -4.341 -1.048 1.922  0.492

- ΔE to the lowest compared entry with this formula, charge and spin (eV) = 2.131
- E_LUMO (alpha / beta) (eV) = 2.765 / 2.359
- ⟨S²⟩ = 2.022
- HOMO level (alpha / beta) (eV) = -3.0 / -4.6
- charge = -1
- gap between HOMO and LUMO (alpha / beta) (eV) = 5.72 / 6.99
- spin multiplicity = 3
- total energy (eV) = -80317.1287



> Which of these has the highest total energy?

C22H24O5



> What is the formula in the first record?

C22H21BN11O3STi